# 1
115
Properties=species:S:1:pos:R:3:forces:R:3:mulliken_charge:R:1 method="wB97M-V/def2-TZVPD" charge=-2 spin_multiplicity=1
H -1.218607 -6.365005 7.388202 0.0 0.0 0.0 0.326
N -1.406775 -1.341003 0.358880 -0.1 -0.1 0.2 0.023
F -0.479887 -5.134959 -2.912694 0.0 0.0 0.1 -0.260
C 3.953295 1.530066 2.741373 0.0 0.0 0.0 -0.944
H 1.416290 -2.538732 4.458892 0.0 0.0 0.0 0.468
C 4.023723 3.174228 4.510609 0.0 0.0 0.0 -0.999
C 0.772523 -1.808599 2.453627 0.0 0.1 -0.1 -0.009
C 3.334183 2.510296 3.517169 0.0 0.0 0.0 0.343
H -0.659342 9.340103 -3.008436 0.0 0.0 0.0 0.321
H -7.722202 -0.258069 -0.909822 0.0 0.0 0.0 0.360
H 2.294680 2.750898 3.329684 0.0 0.0 0.0 0.593
C 0.499690 4.508651 -3.701981 0.0 -0.1 -0.1 0.011
C 0.202860 6.828173 -2.193145 0.0 0.0 -0.1 -0.647
O 1.315277 -3.191626 -0.284351 -0.2 -0.6 0.0 -0.820
C 0.376768 6.909217 -3.568065 0.0 0.0 0.0 1.050
N 0.899186 0.578132 -3.197112 0.2 0.1 -0.4 0.072
C -3.080817 -0.384357 -1.188326 0.0 -0.3 0.2 0.410
O 2.677817 -1.463253 -2.383922 0.2 -0.4 -0.4 -0.797
C 2.466240 -0.824576 3.548341 -0.1 -0.1 0.0 -1.641
H -9.391899 0.074358 -2.431883 0.0 0.0 0.0 0.330
H 0.078826 -7.096315 3.224810 0.0 0.0 0.0 0.457
C 2.775982 1.632234 0.498792 0.2 0.1 -0.4 -0.209
C 2.521148 3.613923 -0.576415 0.0 -0.1 0.0 -1.391
H -1.584893 -2.678843 4.637487 0.0 0.0 0.0 0.499
C -7.007341 -1.096100 -2.766856 0.0 0.0 0.0 1.050
C 0.866403 0.874403 -4.323585 0.0 -0.1 0.1 -0.255
H 0.627548 3.612439 -4.306290 0.0 0.0 0.0 0.541
C 5.358096 2.857218 4.756359 0.0 0.0 0.0 1.071
C -0.563368 -3.764949 3.114008 0.0 0.0 0.0 -1.353
Cl 1.310208 -2.494633 -5.264983 0.1 0.0 0.1 -0.419
F -0.866368 -5.728402 -0.872522 0.0 0.0 0.1 -0.279
C -1.386080 -2.370529 1.283924 0.0 0.2 0.1 0.198
C 0.319217 4.398654 -2.320595 0.0 0.1 0.1 -0.812
H 7.023174 1.617669 4.169270 0.0 0.0 0.0 0.387
H 0.378280 10.096264 -4.239112 0.0 0.0 0.0 0.247
C 3.349782 2.979545 0.250751 -0.1 0.0 0.1 -1.122
H 3.549629 3.940596 5.108461 0.0 0.0 0.0 0.401
O 0.568886 -2.331368 -2.740473 0.2 -0.5 -0.8 -0.921
C -0.282830 -6.122672 3.526312 0.0 0.0 0.0 -0.836
C -1.416716 -4.754681 5.151473 0.0 0.0 0.0 -0.600
N -1.104260 1.075242 -1.263351 -0.2 0.0 0.1 0.267
C 0.303781 9.277555 -3.525908 0.0 0.0 0.0 -0.851
C -3.427106 -2.399728 0.347804 0.1 -0.1 0.1 -1.464
N 1.551390 1.556896 -0.195312 0.1 0.0 0.1 0.629
C 0.806619 1.399320 -5.603651 0.0 0.2 0.0 -0.092
C -0.860008 2.274570 -1.812633 -0.3 0.1 0.1 1.055
O 0.416697 8.091858 -4.270438 0.0 -0.1 0.0 -0.462
H 7.603085 3.892847 6.873922 0.0 0.0 0.0 0.238
C -5.584211 -0.299997 -1.008295 0.0 0.0 0.1 -0.162
O -1.091855 -7.150498 5.471905 0.0 0.0 0.0 -0.467
H 3.212379 -0.539062 4.271708 0.0 0.0 0.0 0.458
F 4.082611 -1.862910 -4.712192 0.0 -0.2 0.1 -0.188
H 0.081884 7.711066 -1.581811 0.0 0.0 0.0 0.353
H -2.097174 3.634296 -3.152966 0.0 0.0 0.0 0.446
H 1.107243 9.367007 -2.787637 0.0 0.0 0.0 0.324
C -0.372606 -2.587611 2.215214 -0.1 0.0 0.0 0.961
H -3.743411 -1.460275 -3.573790 0.0 0.0 0.0 0.678
C -9.372232 -1.000476 -2.638292 0.0 0.0 0.0 -0.851
C 5.275555 1.227592 2.996248 0.0 0.0 0.0 -0.147
H -2.916117 -3.889325 1.879736 0.0 0.0 0.0 0.470
H 0.430003 -5.124397 1.776168 0.0 0.0 0.0 0.540
H 2.648709 4.592031 -1.009880 0.0 0.0 0.0 0.525
S 2.031166 -2.592202 -3.128607 -0.2 -0.2 0.6 1.577
C 3.722600 -2.926571 -3.986920 0.0 0.0 -0.2 0.230
C -2.950911 1.747814 -2.502682 0.0 -0.1 0.1 -1.491
H -10.219765 -1.260211 -3.269155 0.0 0.0 0.0 0.243
S 4.057736 0.266778 0.192590 -0.2 0.0 -0.1 -0.448
C -2.647001 -3.044879 1.266009 -0.1 0.0 -0.1 -1.401
C 0.171376 5.571282 -1.592553 0.0 0.0 0.0 -0.362
C -4.449079 -0.625956 -1.733283 0.0 0.0 0.0 -1.031
H -9.447195 -1.545784 -1.691830 0.0 0.0 0.0 0.321
C -0.414758 -4.724974 -1.645091 0.0 0.1 -0.1 0.613
C 5.988898 1.880299 4.001420 0.0 0.0 0.0 -0.775
H 5.765870 0.477357 2.389884 0.0 0.0 0.0 0.441
C -0.946707 -5.994872 4.742797 0.0 0.0 0.0 1.024
C -5.880566 -1.430678 -3.511101 0.0 0.0 0.1 -0.868
O -8.218774 -1.366961 -3.354803 0.0 0.0 0.0 -0.466
O 1.742397 -5.595813 -0.547463 0.2 0.1 -0.1 -0.776
C -2.029687 2.710222 -2.602551 0.1 0.0 0.0 -1.465
C -2.620769 -1.344346 -0.191747 -0.1 0.2 -0.3 0.828
F 3.717468 -4.003944 -4.784365 0.1 0.1 0.1 -0.204
C -2.394141 0.708799 -1.621228 0.2 0.2 -0.1 0.330
Cl 2.144940 0.941666 -6.658533 0.1 0.0 0.0 -0.247
C 1.550627 -1.850531 3.640104 0.0 0.0 0.0 -1.559
C 2.243614 -0.225072 2.281133 0.2 0.2 -0.1 -0.097
C 3.144721 0.812332 1.691626 -0.1 -0.1 0.2 1.756
F 4.675155 -3.124682 -3.063411 -0.1 0.0 -0.1 -0.218
C -6.863896 -0.527718 -1.508377 0.0 0.0 0.0 -0.633
F -1.258046 -3.709980 -1.468563 0.1 0.0 -0.1 -0.072
H 7.957409 3.440230 5.190283 0.0 0.0 0.0 0.327
H -5.469195 0.141583 -0.025558 0.0 0.0 0.0 0.468
H -3.933710 1.725216 -2.945202 0.0 0.0 0.0 0.477
C -1.215444 -3.648721 4.327924 0.0 0.0 0.0 0.059
S 1.377379 -4.355790 -1.178015 -0.1 0.1 0.3 1.007
C -0.091314 -5.017167 2.720276 0.0 0.0 0.0 0.092
C 0.276630 3.073321 -1.637523 0.1 -0.1 0.0 0.554
H -2.777734 -6.695643 6.592992 0.0 0.0 0.0 0.326
H -1.936256 -4.627282 6.090400 0.0 0.0 0.0 0.373
C 0.521474 5.746927 -4.317986 0.0 0.0 0.0 -0.919
H 0.660879 5.825242 -5.387917 0.0 0.0 0.0 0.455
C 1.377536 2.706175 -0.844984 0.0 0.2 0.3 0.150
N 2.192574 -4.102324 -2.481218 -0.1 0.1 -0.1 -0.759
C -1.746514 -7.044308 6.711310 0.0 0.0 0.0 -0.859
H 7.412232 2.202690 6.350637 0.0 0.0 0.0 0.336
H 4.289274 3.317702 0.656558 0.0 0.0 0.0 0.638
La 0.705644 -0.733632 -0.955369 0.1 0.6 0.3 2.338
O 5.965662 3.568460 5.760669 -0.1 0.0 0.0 -0.468
H -6.010854 -1.871496 -4.490048 0.0 0.0 0.0 0.416
C -4.620092 -1.198304 -2.994533 0.0 0.0 0.0 -0.040
H -1.754846 -8.044017 7.140858 0.0 0.0 0.0 0.246
Cl -0.765407 1.179355 -6.388517 -0.1 0.0 0.0 -0.275
C 7.305931 3.249097 6.048461 0.0 0.0 0.0 -0.855
N 1.240929 -0.800993 1.630586 -0.1 0.0 0.0 0.673
H 0.021514 5.505380 -0.520824 0.0 0.0 0.0 0.420
H -4.442523 -2.627441 0.069044 0.0 0.0 0.0 0.466

---

# 2
103
Properties=species:S:1:pos:R:3:forces:R:3:mulliken_charge:R:1 method="wB97M-V/def2-TZVPD" charge=-1 spin_multiplicity=1
C 3.040800 0.049448 -2.661367 -2.1 -2.9 -3.3 -0.097
H -0.995668 5.405104 3.388743 -0.2 -0.7 -0.1 0.379
H 1.628255 2.539383 1.285822 1.5 -0.2 0.4 -0.468
C 3.481516 1.689822 0.552221 1.3 0.1 0.9 0.520
C -1.538734 -0.639480 3.815676 0.5 0.1 0.1 0.085
C -2.076845 2.512167 -2.288383 -0.5 0.4 1.5 0.880
H -3.001608 -3.586076 -0.028864 0.5 0.1 0.1 0.359
H -1.718652 -0.696241 -3.158145 1.0 -0.1 0.3 0.126
C 3.124020 -0.288902 -5.087363 -0.1 0.4 1.1 -0.620
C -4.142956 4.103093 -1.344264 -0.7 0.1 -1.0 -1.079
C 4.903853 1.565977 0.733136 -1.2 0.2 -0.6 -0.483
C -2.549782 -0.095853 4.666776 1.0 1.6 -0.4 -1.069
C -4.473084 0.261471 -0.001643 0.8 1.2 -3.1 -0.335
C -2.302727 -3.822493 -5.951669 -0.6 -0.7 1.7 -1.165
H 2.743090 3.411779 3.313232 0.5 0.2 -0.5 0.070
H 5.546263 1.100780 -0.008552 -0.4 -0.4 0.2 0.383
C 3.946144 -3.395505 0.794339 0.6 0.7 0.7 -0.856
N 2.818449 0.913684 -0.400108 0.9 -0.8 -2.6 0.368
O -1.320010 -4.729913 -1.604379 0.3 0.3 0.1 -0.713
C -2.031019 -2.528171 -2.436489 1.1 -0.8 1.7 2.927
H -3.650472 -0.459774 -2.861209 0.0 0.2 -0.1 0.922
H 3.336560 0.064809 -6.069056 0.5 0.1 -0.5 0.424
C -3.091300 -4.925510 -5.696283 -0.3 -1.1 -0.9 -0.473
C 3.590190 0.367428 -3.945875 -0.2 -0.2 1.7 -0.885
C 2.407688 -1.411116 1.981081 0.2 -1.2 -0.5 -0.436
C 2.669401 -3.082897 0.328878 -1.5 0.8 0.0 -0.473
H -4.066143 -2.600219 1.777779 0.4 0.6 -0.1 0.295
C 2.747513 2.482071 1.427571 -0.9 -1.0 -0.8 -0.087
C 4.117347 -1.114495 3.723886 0.8 -0.1 0.4 -0.756
H 1.287017 0.499359 4.518114 -0.7 0.4 0.6 0.718
C -3.675094 -5.203470 -4.466586 0.1 0.5 -0.3 -0.877
N 1.947794 -2.054094 0.852002 1.4 -1.3 0.3 0.320
H -3.032277 5.783351 -2.008940 0.1 0.2 0.0 0.400
C 5.515985 2.150187 1.793990 -0.2 0.7 0.4 -1.121
C -1.112272 -3.534025 -1.539794 0.3 1.1 0.6 -0.645
C -0.953346 1.601983 3.059053 -0.4 -0.4 0.6 0.278
H -4.751196 -0.292809 2.057395 -0.1 -0.4 -0.3 0.374
O -5.018877 -0.426318 -1.235313 1.5 0.6 0.3 -0.734
C 1.468804 -0.603106 2.732247 0.3 0.1 -0.4 0.606
H 5.151810 -1.323389 4.010175 -0.4 0.1 0.3 0.330
O -1.897670 0.348146 -0.098093 -2.3 0.0 -0.9 -0.065
H -3.844508 -4.602938 -2.413094 0.4 0.4 -0.7 0.271
H -3.242412 -5.658249 -6.482583 -0.2 0.2 -0.2 0.317
H -3.417208 1.614713 5.546453 0.0 0.5 0.0 0.417
N 2.058190 -0.939021 -2.548979 1.8 0.6 -0.4 0.401
C -2.048485 3.925259 -2.492751 -1.2 -0.9 0.9 -0.887
O -1.158004 -1.427382 -2.795477 -1.2 -0.3 0.2 0.065
H -4.944841 1.210034 0.277541 -0.3 -0.6 -0.3 0.476
S -0.653272 1.693785 -2.827570 0.7 -1.3 -0.1 -0.500
C -4.448121 -0.652056 1.069778 1.5 -2.8 1.8 -0.886
C -3.404370 -4.383942 -3.405321 0.2 0.6 0.9 -0.205
C 4.747577 2.882846 2.725891 1.3 0.4 0.2 0.975
N 0.250244 -0.407881 2.212671 -0.2 0.2 -0.5 0.511
H 2.167554 -3.719207 -0.453121 0.4 1.1 0.8 0.253
C -3.650897 -0.654829 -1.789160 -0.6 0.4 1.8 -1.018
C -2.688908 1.280483 4.826848 0.9 -1.0 -1.1 -0.778
C -1.872284 2.165145 4.033298 0.2 -0.9 -0.1 0.735
La 0.080895 -0.621622 -0.355411 0.1 0.9 -0.7 1.467
H -1.417448 -2.110906 -5.017676 -0.1 -0.4 0.2 0.385
C -3.905751 -1.900311 0.941657 -1.6 0.3 0.9 -0.778
H -1.205743 4.368967 -3.001204 0.1 -0.1 -0.1 0.403
C 1.837178 -1.698410 -3.634068 -0.9 0.6 1.5 -0.161
N -0.269259 2.362315 2.174265 -0.5 -0.1 0.0 0.064
H -5.282527 2.345904 -1.000981 1.7 0.3 -0.2 0.403
O 6.669356 3.379085 4.036640 -1.9 0.6 -0.3 -0.611
H 1.147436 -2.545657 -3.462144 0.4 0.6 -0.3 0.268
H -4.992534 4.728089 -1.115980 -0.2 -0.1 0.3 0.365
H 0.114935 4.240335 1.473307 -0.2 -0.1 0.4 0.561
H 4.366449 1.137304 -3.953383 -0.3 -0.2 -0.3 0.401
H -3.177259 -0.689071 5.293804 -0.2 -0.7 0.1 0.437
C 3.224883 -0.391084 4.460109 -0.9 -0.4 -1.7 -1.402
C -1.074986 4.308673 3.300446 -0.8 0.5 0.6 -1.059
C 5.469572 3.575223 3.851453 2.1 -1.5 0.3 0.406
C -0.720023 0.177300 3.025047 -1.2 -0.4 0.8 -0.752
C -2.013496 -3.016567 -4.862765 0.0 0.8 0.0 -0.282
H -1.283725 -1.723613 3.836536 -0.5 0.9 -0.2 0.364
H 4.394900 1.264667 -1.738980 0.4 0.2 0.5 0.457
H 4.518276 -4.235261 0.403371 -0.2 0.2 -0.1 0.420
C 3.696709 -1.682933 2.514989 -0.1 -0.1 -1.0 1.322
C -1.856785 3.568815 4.179934 0.5 0.0 -1.0 -0.619
O -0.295485 -2.913809 -0.714751 -0.9 -1.1 -1.5 -0.637
C -3.077680 -2.025470 -1.461601 -0.6 0.7 2.1 -0.351
C 3.405292 3.006849 2.525190 -1.7 0.5 0.8 -0.210
C -3.100829 0.508544 -0.790298 0.4 0.2 -0.7 1.813
C -3.175143 1.909082 -1.512788 2.1 -0.5 -0.6 -0.664
C 4.493513 -2.611500 1.808746 -0.4 -1.1 -0.4 -1.009
C 1.926589 -0.123055 3.949480 1.1 -0.3 0.4 -0.245
C -3.061448 4.707129 -1.937943 0.8 -0.2 -0.4 -0.475
H 3.903453 4.561025 4.471049 0.1 -0.3 -0.2 0.360
O 4.803478 4.331480 4.740571 -0.2 0.3 -0.1 -0.496
H -4.372880 -6.012424 -4.344981 0.0 -0.4 -0.1 0.410
C -3.266962 -2.547739 -0.194316 -0.3 0.6 -2.4 -0.169
C 2.280199 -1.352495 -4.900522 -0.4 -0.4 0.0 -0.732
H 5.491329 -2.886187 2.155504 -0.2 0.3 0.1 0.392
C 3.490332 0.717003 -1.506369 -1.1 2.0 2.1 -0.269
H 1.826818 -1.900418 -5.703552 0.2 -0.2 -0.5 0.451
H -1.902038 -3.675017 -6.912495 0.4 0.4 -1.0 0.497
C -4.245542 2.716279 -1.288810 -2.5 1.0 1.0 -0.242
H 3.475234 -0.057879 5.420193 0.4 0.7 1.2 0.516
H 6.585944 2.059329 1.864519 0.1 0.2 0.4 0.453
C -0.407292 3.657908 2.247949 0.7 0.4 0.1 -0.287
C -2.525319 -3.298561 -3.592114 -0.3 -0.2 -1.1 -0.128
H -2.495634 4.025744 4.924209 0.1 0.1 0.1 0.487

---

Relative energy (zero: lowest compared OMol25 entry of this formula, charge and spin) list, top to bottom, in kcal/mol: 0.0 77.9
Strongest force on any atom list, top to bottom, in eV/A: 0.928 4.802
Gap between HOMO and LUMO list, top to bottom, in eV: 5.072 4.716